Record 1
C25H20BrF6N3O5PRb as an isolated structure, computed with ωB97M-V with the def2-TZVPD basis set.

Geometry as XYZ:
```
62
Properties=species:S:1:pos:R:3:lowdin_spin:R:1
O -0.43690 0.98602 -0.91332 0.014
H 0.78711 -1.56186 -7.75247 0.001
C 1.79628 -2.12851 -4.05681 0.016
N 0.07837 0.33658 3.83348 0.000
H 0.03788 2.05070 -3.06569 0.012
C -3.48390 -1.34476 0.76808 0.000
H 2.87944 0.29364 5.67576 0.000
C 1.53722 -1.36950 5.46642 0.000
C 0.92420 0.16769 -3.54064 0.689
C -4.78436 -0.95281 0.53350 0.000
H -3.28690 -2.23851 1.34149 0.000
H 2.54686 2.09672 3.43612 0.000
F 3.03134 0.22068 2.10283 0.000
H -0.42389 3.67143 0.35688 0.000
O -5.59641 -2.77235 1.73067 0.000
C 1.20255 0.74603 4.41595 0.000
C 1.19711 -0.89273 -4.41988 0.100
C 2.02602 -3.10250 -4.97421 -0.008
F 5.24443 -0.34321 2.13817 0.000
H 2.12554 -2.03855 6.08291 0.000
C 0.20191 0.54068 -6.13086 -0.026
O -7.03397 -1.44946 0.83921 0.000
H 1.84802 -3.66778 -7.05716 0.000
C -5.10162 0.17260 -0.20115 0.000
F 4.74771 -2.33532 1.10810 0.000
H 0.00517 -2.82148 4.99427 0.000
F 2.54461 -1.74713 1.07738 0.000
F 4.10324 -0.36517 0.16655 0.000
O 1.78428 3.01921 1.44773 0.000
C 0.30325 1.32564 -3.83160 0.083
C -0.05095 1.50914 -5.19971 0.035
C 1.95477 -0.07487 5.24790 0.000
C 1.66088 -2.88618 -6.32979 0.005
C 0.82403 -0.68736 -5.77097 0.025
C 1.07524 -1.71851 -6.71745 0.001
C 1.68524 2.15143 4.09711 0.000
H -1.24533 -1.22415 3.57168 0.000
N 0.66701 2.91618 3.42020 0.000
C -2.73628 0.58326 -0.48592 0.000
O -1.94287 2.54932 -1.51374 0.004
H 2.00771 2.64466 5.01444 0.000
H -0.26943 2.81679 3.77629 0.000
H -4.25571 1.84633 -1.27145 0.000
C -2.46056 -0.56701 0.24405 0.000
P 3.92143 -1.06953 1.62418 0.000
H 2.47505 -4.03841 -4.66778 0.000
C -1.61023 1.45855 -1.02486 0.000
H -1.42780 -0.85049 0.39022 0.000
H -0.08472 0.68656 -7.16714 -0.001
N -5.89423 -1.78268 1.09378 0.000
H -0.96984 4.42494 1.88472 0.000
C -0.32272 -0.92145 4.05969 0.000
C -4.06344 0.94462 -0.70357 0.000
C 0.36857 -1.81045 4.85982 0.000
C -0.56546 3.52089 1.42232 0.000
C 0.73868 3.14221 2.07945 0.000
Rb 1.76033 0.53752 -0.00178 0.011
H -6.13818 0.42978 -0.36519 0.000
F 3.68559 -1.75201 3.05038 0.000
H -1.29582 2.71772 1.55817 0.000
Br 2.25572 -2.41909 -2.25580 0.031
H -0.55122 2.42625 -5.49096 0.006
```

Output
Multiplicity ... 2
⟨S²⟩ ... 0.76
Frontier orbital gap (spin up / spin down) ... 8.13 / 8.02 eV
Charge ... -1
E_LUMO (spin up / spin down) ... 1.8 / 1.8 eV
HOMO (spin up / spin down) ... -0.2329 / -0.2293 hartree


Record 2
C25H20BrKNO2P as an isolated structure, computed with ωB97M-V with the def2-TZVPD basis set.

Geometry as XYZ:
```
51
Properties=species:S:1:pos:R:3:lowdin_charge:R:1
H -0.13981 -0.92566 -3.03658 0.096
C 1.44962 -3.82426 -3.76720 -0.093
C -2.47746 0.20730 1.05748 -0.775
C 0.34926 -1.88172 -2.88583 -0.109
H 2.60893 7.70923 0.07518 0.121
C -2.89179 -1.11896 0.45892 -0.153
C 0.81156 -2.60867 -3.97486 -0.088
H -0.80701 8.07567 -0.64649 0.086
C -2.31028 -3.15803 -0.67672 -0.074
K -0.48009 1.89429 0.57501 0.790
H -5.62805 -3.06204 0.00958 0.100
H 2.12324 -5.24688 -2.31133 0.102
H 2.62363 -3.41884 4.20623 0.098
H -3.91970 -4.52612 -1.03367 0.100
C 0.68772 -3.14132 3.32325 -0.077
C 0.68540 6.76395 0.17333 -0.246
O -1.49370 0.13813 1.84000 -0.187
C 2.02379 -1.88409 1.25175 -0.121
H -1.58171 -3.79329 -1.16334 0.098
H 3.81846 -2.29837 2.35319 0.099
C 0.49537 -2.36362 -1.58324 -0.384
Br 2.92952 2.73705 0.07794 0.772
C -1.91712 -1.93671 -0.12596 -0.300
H -0.73320 8.08024 1.10851 0.086
H 1.82267 -4.39368 -4.60895 0.099
C 2.74023 -2.39373 2.32517 -0.091
H 0.51963 8.90915 0.17441 0.077
C 1.61820 -4.30258 -2.47429 -0.083
C 2.07215 6.76860 0.10536 -0.015
P -0.20492 -1.28640 -0.25970 1.097
C -3.63315 -3.56954 -0.61442 -0.086
C 0.63466 -2.00631 1.19829 -0.380
H 3.85213 5.54917 0.02705 0.105
C 0.06350 5.52336 0.21821 -0.082
H -1.01766 5.45296 0.28083 0.130
C 1.14409 -3.57954 -1.38897 -0.094
N 0.72164 4.36109 0.19005 -0.041
O -3.08345 1.23747 0.69744 -0.065
H 1.28329 -3.95842 -0.38147 0.107
H 0.16249 -3.62515 4.13712 0.102
C -0.12575 8.03420 0.20399 -0.039
H -1.10758 -2.71606 2.22317 0.108
H -4.95395 -0.85197 0.92131 0.119
C 2.03525 4.40764 0.11798 -0.753
H 0.68341 -2.22571 -4.97941 0.100
C 2.06943 -3.02349 3.36419 -0.096
C -0.02834 -2.63655 2.24549 -0.071
H 2.54400 -1.39430 0.43418 0.104
C 2.77384 5.57526 0.07869 -0.093
C -4.22091 -1.52150 0.48923 -0.021
C -4.59146 -2.75122 -0.03015 -0.080
```

Output
Frontier orbital gap ... 7.94 eV
E_LUMO ... 0.0 eV
HOMO ... -0.2900 hartree


Record 3
A 2-piece molecular cluster, C25H20Cl4NO4 overall, computed with ωB97M-V with the def2-TZVPD basis set.

Geometry as XYZ:
```
54
Properties=species:S:1:pos:R:3:lowdin_charge:R:1
C 1.20836 -0.20464 1.78204 -0.497
H 0.62828 -3.88153 2.98233 0.088
O 2.51126 1.69233 -2.40259 0.077
C -0.14527 -0.02337 1.20915 -0.146
Cl 5.16980 0.49571 -2.76520 0.758
C -3.23606 -0.10420 1.17600 -0.044
C 3.45245 -2.17732 1.96464 -0.034
N -0.50041 1.18809 0.95018 0.044
H 0.35649 -3.00180 0.66030 0.094
C 1.70307 -3.66735 2.91728 -0.039
C 2.37571 -2.47094 -2.63640 -0.447
H 0.48693 3.22429 0.72311 0.110
H -1.35457 6.92239 -0.58195 0.080
C 1.43387 -2.77076 0.62341 -0.044
Cl -0.15496 0.66528 -2.04034 0.886
H 2.09491 -3.48573 3.92389 0.084
H -2.82651 -0.07985 2.19028 0.119
H 3.84550 -2.12467 2.99116 0.090
C -2.72939 3.82157 -0.24630 -0.060
C -1.42089 5.85963 -0.35453 -0.132
C -0.37652 3.79830 0.37513 -0.035
H -3.51824 5.71107 -0.89923 0.089
H -4.59762 -1.72075 1.57648 0.093
H 0.65940 5.67742 0.25875 0.094
H -0.81338 -0.89530 1.19793 0.099
C -1.62284 1.69274 0.50438 -0.304
C -1.59327 3.11776 0.19635 -0.181
H 3.64147 -1.22227 1.46406 0.075
O 2.31639 -3.69841 -2.71758 0.042
H 2.20624 -4.55246 2.50310 0.088
C 1.96488 -2.47486 2.01382 -0.585
Cl -0.33143 -2.45151 -2.48445 0.772
H -5.47095 -1.81116 -0.76947 0.089
C -4.23149 -1.01988 0.82435 -0.098
C 2.49602 0.46450 -2.37775 -0.412
H 3.98066 -2.97877 1.42905 0.086
C -2.78243 0.82108 0.22095 -0.190
C -0.29286 5.16119 0.10584 -0.103
H -4.64542 -0.15149 -2.45796 0.095
H 1.59036 -1.91676 -0.05439 0.064
C -2.63713 5.18096 -0.53203 -0.117
O 1.27144 -1.30915 2.61241 -0.022
C 3.71490 -0.36586 -2.57911 -0.600
C -4.27300 -0.14097 -1.43120 -0.099
C 3.65778 -1.72733 -2.66150 -0.609
C 1.16159 -1.63618 -2.43791 -0.645
H 1.95248 -3.63368 0.17965 0.096
C -3.34400 0.83531 -1.06797 -0.082
O 2.14275 0.53569 1.54810 0.059
H -3.67562 3.28549 -0.36144 0.099
H -3.01801 1.59569 -1.78352 0.102
C -4.72767 -1.06276 -0.48485 -0.120
C 1.23804 -0.29862 -2.19099 -0.577
Cl 5.05889 -2.68616 -2.78545 0.749
```

Output
Frontier orbital gap ... 3.01 eV
Charge ... -1
E_LUMO ... 0.1 eV
HOMO ... -0.1066 hartree


Q: Which strongest force on any atom values were calculated for the entries above? A: 0.0375, 0.0145, 0.0432, in Eh/bohr.
Q: Which relative energy (zero: lowest compared OMol25 entry of this formula, charge and spin) values were calculated for the entries above? A: 71.1, 0.0, 81.7, in kJ/mol.